[1]
C6H13N4O | ωB97M-V with the def2-TZVPD basis set

- HOMO-LUMO gap: 9.55 eV
- Highest occupied orbital energy: -12.585 eV

Geometry as ORCA input:
```
! RIJCOSX wB97M-V def2-TZVPD def2/J DEFGRID3
* xyz 1 1
C 1.637 0.518 -1.041
C 2.861 0.878 -0.495
C 0.948 -0.089 0.038
C -1.640 2.143 0.339
C -1.775 -0.108 0.883
C -0.204 -0.975 0.018
N 2.943 0.543 0.749
N 1.833 -0.050 1.099
N -0.022 -2.388 0.424
N -0.609 -1.210 -1.539
O -2.155 0.873 0.069
H 1.193 0.705 -2.034
H 3.623 1.529 -0.979
H -1.697 2.455 1.350
H -2.210 2.908 -0.067
H -0.578 2.224 0.090
H -2.595 -0.754 0.962
H -1.425 0.265 1.854
H 1.727 -0.351 2.039
H 0.891 -2.567 0.908
H -0.797 -2.805 0.850
H 0.269 -1.587 -1.958
H -0.916 -0.255 -1.792
H -1.305 -1.903 -1.764
*
```


[2]
C34H35Cl5N2O4SSiY | ωB97M-V with the def2-TZVPD basis set

- HOMO-LUMO gap: 6.62 eV
- Highest occupied orbital energy: -4.452 eV

Geometry as ORCA input:
```
! RIJCOSX wB97M-V def2-TZVPD def2/J DEFGRID3
* xyz -1 1
Y 0.776 -0.067 1.304
O -1.628 2.490 -1.913
C -2.858 1.951 -1.809
C -3.829 2.409 -2.703
C -5.104 1.879 -2.683
C -5.439 0.883 -1.769
C -4.479 0.437 -0.880
C -3.184 0.954 -0.875
C -2.164 0.431 0.080
O -0.931 0.783 -0.130
N -2.574 -0.342 1.039
N -1.498 -0.719 1.849
C -1.809 -1.548 2.776
C -0.898 -2.093 3.767
C -1.307 -3.243 4.454
C -0.501 -3.852 5.392
C 0.746 -3.284 5.669
C 1.163 -2.137 5.032
C 0.359 -1.505 4.060
O 0.766 -0.416 3.469
H -1.071 2.042 -1.230
H -3.546 3.184 -3.404
H -5.844 2.244 -3.386
H -6.436 0.464 -1.752
H -4.709 -0.333 -0.155
H -2.844 -1.892 2.804
H -2.279 -3.662 4.216
H -0.825 -4.751 5.899
H 1.398 -3.749 6.399
H 2.126 -1.688 5.245
Cl 4.055 -0.544 2.004
C 3.381 -2.135 1.650
C 2.042 -2.183 1.323
C 1.568 -3.440 1.011
Cl -0.114 -3.592 0.499
C 2.344 -4.596 1.033
Cl 1.686 -6.140 0.617
C 3.688 -4.491 1.387
Cl 4.691 -5.897 1.428
C 4.222 -3.242 1.695
Cl 5.892 -3.090 2.113
C 2.816 3.341 2.570
Si 1.737 2.590 1.192
C 2.648 3.095 -0.409
C 0.157 3.670 1.190
C -0.899 3.332 2.047
C -2.107 4.013 2.034
C -2.298 5.066 1.147
C -1.270 5.427 0.289
C -0.064 4.736 0.314
H 2.964 4.415 2.415
H 3.799 2.862 2.595
H 2.359 3.196 3.551
H 2.927 4.155 -0.413
H 2.040 2.903 -1.298
H 3.565 2.509 -0.513
H -0.782 2.498 2.737
H -2.906 3.711 2.701
H -3.245 5.591 1.118
H -1.413 6.238 -0.416
H 0.716 5.026 -0.381
C -1.189 0.694 -5.375
C -1.239 -0.156 -4.113
C 0.016 0.030 -3.265
S 0.074 -1.182 -1.945
O 1.225 -0.748 -1.051
C 0.710 -2.627 -2.855
C 2.198 -2.874 -2.631
C 3.097 -1.942 -3.429
H -2.117 0.614 -5.942
H -0.366 0.390 -6.026
H -1.042 1.747 -5.124
H -1.368 -1.210 -4.380
H -2.111 0.115 -3.515
H -0.010 0.982 -2.734
H 0.936 -0.024 -3.851
H 0.479 -2.450 -3.909
H 0.120 -3.474 -2.511
H 2.397 -3.919 -2.880
H 2.417 -2.757 -1.569
H 2.883 -1.994 -4.500
H 4.148 -2.197 -3.284
H 2.968 -0.909 -3.103
*
```


[3]
C21H18MnN4O2STe | ωB97M-V with the def2-TZVPD basis set

- HOMO-LUMO gap (alpha / beta): 4.96 / 5.27 eV
- <S²>: 8.79
- Highest occupied orbital energy (alpha / beta): -5.098 / -7.320 eV

Geometry as ORCA input:
```
! RIJCOSX wB97M-V def2-TZVPD def2/J DEFGRID3
* xyz 0 6
Mn -0.681 1.059 0.021
C -0.779 0.770 4.391
C 0.589 0.932 4.696
C 1.494 1.060 3.682
C 1.059 1.033 2.336
N -0.286 0.876 2.048
C -1.144 0.751 3.068
C 1.917 1.131 1.208
C 3.329 1.234 1.217
C 4.004 1.257 0.027
C 3.313 1.178 -1.202
C 1.937 1.094 -1.160
N 1.274 1.081 0.003
C 1.047 1.014 -2.329
C 1.493 1.073 -3.646
C 0.581 1.008 -4.678
C -0.769 0.891 -4.378
C -1.141 0.837 -3.051
N -0.269 0.883 -2.043
H -1.526 0.670 5.165
H 0.920 0.955 5.726
H 2.545 1.184 3.900
H -2.187 0.636 2.795
H 3.867 1.287 2.152
H 5.084 1.333 0.025
H 3.854 1.188 -2.136
H 2.547 1.182 -3.852
H 0.914 1.061 -5.706
H -1.522 0.859 -5.152
H -2.187 0.782 -2.783
N -2.807 0.822 0.053
C -3.326 2.223 0.112
C -2.273 3.058 -0.656
O -2.546 3.438 -1.791
O -1.164 3.128 -0.031
H -3.152 0.378 -0.791
H -3.180 0.273 0.820
H -3.350 2.527 1.158
H -4.323 2.288 -0.322
Te 0.237 -2.130 0.443
C -0.264 -4.125 0.170
C 0.465 -5.229 0.548
C -0.155 -6.451 0.220
C -1.357 -6.274 -0.408
S -1.740 -4.621 -0.582
H 1.421 -5.144 1.045
H 0.267 -7.422 0.434
H -2.029 -7.038 -0.764
*
```


[4]
C33H36BrGeHfNOPS4 | ωB97M-V with the def2-TZVPD basis set

- HOMO-LUMO gap (alpha / beta): 6.10 / 4.67 eV
- <S²>: 0.77
- Highest occupied orbital energy (alpha / beta): -13.105 / -13.138 eV

Geometry as ORCA input:
```
! RIJCOSX wB97M-V def2-TZVPD def2/J DEFGRID3
* xyz 2 2
Hf 0.113 -0.354 0.073
O 0.484 -2.204 -6.659
C 0.497 -1.946 -5.506
S 1.445 -0.619 -4.787
C 0.981 -0.889 -3.124
C 0.094 -1.912 -2.889
S -0.603 -2.395 -1.379
S -0.411 -2.854 -4.270
S 1.687 0.162 -1.956
C -0.373 -1.826 6.034
C 0.069 -0.871 4.989
C 0.901 0.212 5.291
C 1.278 1.087 4.286
C 0.839 0.825 3.002
Br 1.352 1.959 1.518
N 0.068 -0.210 2.662
C -0.328 -1.016 3.661
H -1.002 -1.313 6.761
H 0.478 -2.230 6.582
H -0.942 -2.642 5.599
H 1.252 0.373 6.299
H 1.902 1.941 4.490
H -0.993 -1.827 3.385
C -5.657 0.956 1.010
C -4.475 0.644 1.666
C -3.276 0.700 0.978
C -3.242 1.092 -0.356
C -4.434 1.384 -1.010
C -5.636 1.312 -0.329
Ge -1.480 1.317 -1.225
C -0.868 3.197 -0.970
C -1.763 4.166 -0.531
C -1.367 5.489 -0.444
C -0.070 5.847 -0.772
C 0.831 4.884 -1.201
C 0.437 3.562 -1.291
C -1.634 0.982 -3.177
C -2.308 -0.145 -3.647
C -2.429 -0.367 -5.007
C -1.879 0.530 -5.911
C -1.223 1.662 -5.452
C -1.094 1.882 -4.093
H -6.599 0.918 1.536
H -4.498 0.359 2.708
H -2.332 0.454 1.495
H -4.415 1.677 -2.052
H -6.555 1.542 -0.847
H -2.774 3.880 -0.276
H -2.077 6.236 -0.127
H 0.238 6.876 -0.690
H 1.837 5.165 -1.467
H 1.146 2.814 -1.637
H -2.744 -0.847 -2.943
H -2.943 -1.248 -5.360
H -1.966 0.349 -6.970
H -0.811 2.372 -6.153
H -0.590 2.769 -3.739
C 4.964 -1.534 2.558
C 3.819 -0.661 2.051
P 2.551 -1.540 1.012
C 2.172 -3.048 2.024
C 0.879 -3.715 1.564
C 3.609 -2.172 -0.369
C 2.973 -3.274 -1.210
H 5.646 -0.924 3.145
H 5.538 -1.963 1.742
H 4.607 -2.336 3.197
H 4.214 0.163 1.450
H 3.300 -0.216 2.906
H 2.081 -2.731 3.069
H 3.007 -3.751 1.954
H 0.044 -2.999 1.547
H 0.617 -4.522 2.244
H 0.983 -4.144 0.570
H 4.540 -2.534 0.068
H 3.848 -1.307 -0.996
H 2.985 -4.231 -0.692
H 3.537 -3.390 -2.131
H 1.947 -3.033 -1.476
*
```


Computed F_max (eV Å⁻¹) in order:
4.9, 0.9, 0.7, 1.9